C4H9N3 | ωB97M-V with the def2-TZVPD basis set

Results
- SMILES string = C[N+]1=C=N[N@@H+](C)C1
- max |F| (eV Å⁻¹) = 4.38
- molecular weight (g mol⁻¹) = 99.1
- energy relative to the best compared isomer or geometry (same formula, charge and spin) (kcal per mole) = 163.91
- calculated total energy (eV) = -8738.643
- total charge = +2
- orbital gap (alpha / beta) (eV) = 7.90 / 9.38

Structure (XYZ):
```
16
Properties=species:S:1:pos:R:3:forces:R:3
C 1.435 1.954 0.412 1.46 0.91 -0.19
N 0.997 0.639 0.113 1.28 -2.26 -1.83
C 1.348 -0.554 0.567 -0.14 -1.30 1.79
N 0.871 -1.657 0.081 0.34 1.28 1.11
N -0.038 -1.157 -0.951 -0.06 1.38 0.84
C -1.517 -1.381 -0.919 1.17 -3.79 0.25
C 0.447 0.247 -1.167 -3.15 3.03 -0.23
H 0.579 2.543 0.653 -0.79 0.70 0.18
H 2.132 1.928 1.234 0.04 -0.06 0.46
H 1.981 2.415 -0.456 -0.65 -0.49 0.39
H 0.272 -1.745 -1.684 0.49 -0.78 -1.73
H -1.610 -2.522 -0.872 -0.23 1.61 -0.15
H -1.994 -0.948 -0.110 -0.75 1.14 1.59
H -1.771 -1.009 -1.858 -1.15 0.56 -1.57
H -0.193 1.147 -1.497 -0.45 -1.85 0.63
H 1.044 0.209 -2.004 2.58 -0.09 -1.53
```
Forces are in eV/Å.